# 1
DFT (ωB97M-V/def2-TZVPD) results for 2 unconnected molecules or ions with the total composition CH2FNOS at a distorted geometry.

As for the HOMO energy: -0.3515 Ha. For the orbital gap, the calculation gives 9.77 eV. Its strongest force on any atom is 0.0587 hartree/bohr. The calculation puts the total energy at -18158.6421 eV. The calculation puts the energy relative to the best compared isomer or geometry (same formula, charge and spin) at 0.8834 eV. The value obtained for the molecular weight is 95.098 Da.

Structure (ORCA input):
```
! wB97M-V def2-TZVPD RIJCOSX def2/J DEFGRID3
* xyz 0 1
O -0.976 -0.046 1.608
C -0.551 0.115 0.506
N -0.334 0.184 -0.691
S 0.370 0.852 -2.035
H -0.274 -0.018 -3.097
F 0.178 -2.336 2.430
H -0.425 -1.598 2.562
*
```


# 2
DFT (ωB97M-V/def2-TZVPD) results for 2 unconnected molecules or ions with the total composition CH2FO4S at a distorted geometry.

As for the HOMO energy (alpha / beta): -0.0270 / -0.2043 Ha. For the orbital gap (alpha / beta), the calculation gives 4.67 / 7.33 eV. Its strongest force on any atom is 0.1158 hartree/bohr. The calculation puts the total energy at -22808.3078 eV. The calculation puts the energy relative to the best compared isomer or geometry (same formula, charge and spin) at 1.8543 eV. The value obtained for the molecular weight is 129.088 Da.

Structure (ORCA input):
```
! wB97M-V def2-TZVPD RIJCOSX def2/J DEFGRID3
* xyz -1 3
C 1.340 0.554 1.303
O 2.579 0.696 -1.077
O 0.783 -0.978 -0.824
O 2.915 -1.267 0.321
O 1.558 1.643 1.706
F 0.904 -0.441 2.110
S 2.006 -0.269 -0.181
H -0.838 0.593 0.252
H 0.008 -0.401 -0.532
*
```


# 3
DFT (ωB97M-V/def2-TZVPD) results for 2 unconnected molecules or ions with the total composition CH2FOPS at a distorted geometry.

As for the HOMO energy (alpha / beta): -0.3537 / -0.2767 Ha. For the orbital gap (alpha / beta), the calculation gives 9.41 / 5.87 eV. Its strongest force on any atom is 0.0427 hartree/bohr. The calculation puts the total energy at -25954.6466 eV. The calculation puts the energy relative to the best compared isomer or geometry (same formula, charge and spin) at 3.8631 eV. The value obtained for the molecular weight is 112.065 Da.

Structure (ORCA input):
```
! wB97M-V def2-TZVPD RIJCOSX def2/J DEFGRID3
* xyz 0 1
C -0.338 -1.851 -0.588
O 0.075 1.808 -0.078
F 1.119 2.489 2.034
P -0.829 -0.505 -1.346
S 0.347 3.044 0.690
H 0.082 -2.184 0.392
H -0.457 -2.802 -1.103
*
```